No. 1
A molecular structure, C16H18IKN8O8S2Se. Source: OMol25; level of theory: ωB97M-V with the def2-TZVPD basis set.

Summary:
Molecular weight ... 759.46 g mol⁻¹
Relative energy (zero: lowest compared OMol25 entry of this formula, charge and spin) ... 64.1 kJ/mol
Net charge ... -2
HOMO-LUMO gap ... 6.84 eV

Element x y z (Å)
K1 0.959419 0.727801 0.267397
N1 -0.241760 -2.856729 -1.237605
N2 0.577714 -2.231227 -2.209706
C1 0.140085 -1.361308 -3.103784
N3 1.090955 -0.687249 -3.795495
N4 -1.214363 -1.283495 -3.196320
N5 -1.778772 -0.406798 -4.041189
O1 -1.127148 0.296196 -4.838932
O2 -3.013781 -0.372020 -4.033433
H1 -1.165176 -2.455438 -1.349634
H2 0.141592 -2.545052 -0.343034
H3 1.603391 -2.343680 -2.060423
H4 1.934383 -0.502290 -3.247717
H5 0.718381 0.077433 -4.327672
O3 -1.403478 4.457917 1.453931
C2 -1.516256 4.408587 2.794871
C3 -1.894100 5.573349 3.470365
C4 -2.030040 5.572917 4.846555
C5 -1.794325 4.410021 5.574779
C6 -1.424931 3.256377 4.900153
C7 -1.275854 3.226145 3.514780
C8 -0.884590 1.963663 2.784044
O4 -0.652355 2.065242 1.528013
N6 -0.812648 0.888296 3.518848
N7 -0.658869 -0.288669 2.747616
C9 0.237494 -1.045959 3.227416
S1 1.426747 -0.529531 4.428555
C10 2.358021 -2.089750 4.417480
C11 2.139298 -2.792151 3.083670
S2 0.367496 -2.733855 2.736573
H6 -1.089146 3.532203 1.207211
H7 -2.074284 6.467572 2.883829
H8 -2.320230 6.487967 5.353675
H9 -1.899471 4.400560 6.654175
H10 -1.241792 2.331433 5.432130
H11 2.027446 -2.716269 5.246907
H12 3.414240 -1.849645 4.548973
H13 2.454022 -3.835464 3.131808
H14 2.647359 -2.284809 2.263237
I1 0.764635 3.774534 -2.151285
C12 -1.142363 2.959839 -1.817960
C13 -2.252823 3.789250 -1.856091
C14 -3.484036 3.212326 -1.588044
C15 -3.549241 1.857220 -1.304794
C16 -2.371010 1.130540 -1.288942
N8 -1.176826 1.674934 -1.538563
H15 -2.146283 4.843805 -2.064553
H16 -4.378894 3.822970 -1.596273
H17 -4.487790 1.359028 -1.098122
H18 -2.371691 0.066252 -1.074384
O5 2.794877 0.352508 -1.486844
Se1 3.244181 -1.048014 -0.707616
O6 3.248813 -2.234775 -1.856846
O7 2.045007 -1.445436 0.373339
O8 4.669170 -0.893672 0.061429

Atomic forces in eV per Å
-0.383 0.431 -0.119
0.104 0.008 -0.121
-0.196 0.061 0.002
0.128 -0.033 0.332
-0.088 -0.085 0.161
-0.238 0.338 -0.225
-0.022 -0.358 -0.308
-0.096 -0.072 0.290
0.365 0.081 0.175
-0.123 0.003 -0.024
0.043 -0.019 0.028
0.158 -0.074 -0.129
-0.016 0.018 -0.029
-0.062 0.128 -0.155
-0.055 0.120 0.187
0.002 0.067 -0.188
-0.005 0.002 0.008
0.000 0.028 0.003
0.005 -0.027 -0.029
0.021 -0.072 -0.035
0.033 -0.067 0.083
-0.082 0.319 0.177
-0.511 0.310 0.283
-0.046 -0.160 -0.513
0.031 0.271 0.682
-0.176 -0.223 -0.344
0.054 0.010 0.162
0.037 -0.077 -0.076
0.039 0.031 0.079
0.061 0.063 -0.009
0.055 -0.124 -0.039
0.015 -0.043 0.020
0.006 -0.036 -0.005
0.005 0.015 -0.052
0.005 0.013 0.009
-0.014 0.006 0.020
-0.018 0.030 0.014
-0.039 0.011 -0.023
0.005 -0.017 -0.031
0.019 -0.016 -0.033
-0.015 -0.010 0.101
-0.027 -0.012 0.023
0.044 -0.026 -0.008
0.019 0.008 0.003
0.075 -0.069 0.028
-0.133 -0.049 -0.058
-0.012 -0.024 0.003
0.006 -0.020 0.000
0.043 0.059 -0.016
0.005 0.109 -0.039
0.122 -0.393 0.242
0.599 -0.286 -0.301
0.071 0.039 0.097
0.382 -0.172 -0.190
-0.199 -0.016 -0.111

These are the natural (NBO) partial charges, in e, on atoms 1 to 6: number 1, K, carries 0.92; number 2, N, carries -0.66; number 3, N, carries -0.42; number 4, C, carries 0.59; number 5, N, carries -0.82; number 6, N, carries -0.50



No. 2
C16H18N2O4S in the gas phase in a non-equilibrium geometry. Source: OMol25; level of theory: ωB97M-V with the def2-TZVPD basis set.

Summary:
Molecular weight ... 334.40 g mol⁻¹
Relative energy (zero: lowest compared OMol25 entry of this formula, charge and spin) ... 58.0 kJ/mol
HOMO-LUMO gap ... 8.97 eV

Element x y z (Å)
C1 4.598194 -0.581968 -3.532534
C2 4.081890 -0.945274 -2.148034
H1 4.714713 -1.716954 -1.698225
H2 4.042451 -0.068847 -1.498168
O1 2.735866 -1.424987 -2.200825
C3 2.559591 -2.707132 -2.516041
O2 3.446966 -3.480603 -2.752010
C4 1.079947 -3.066994 -2.558651
C5 0.281902 -2.244454 -1.604709
C6 -0.411584 -1.112887 -1.900896
S1 -1.128469 -0.442882 -0.485504
C7 -0.445850 -1.776357 0.418299
N1 0.240517 -2.604577 -0.295393
N2 -0.634480 -2.021034 1.754035
C8 -1.325422 -1.390343 2.749503
O3 -1.437794 -1.916486 3.831787
C9 -1.935094 -0.031534 2.439036
O4 -0.930260 0.802302 1.916163
C10 -1.252588 2.098874 1.607612
C11 -2.507734 2.666972 1.760874
C12 -2.708879 3.992725 1.408004
C13 -1.682291 4.770682 0.899170
C14 -0.428097 4.185516 0.746693
C15 -0.211472 2.870078 1.093449
H3 0.757996 2.412037 0.976708
H4 0.387378 4.772747 0.350057
C16 -1.899027 6.204980 0.522354
H5 -1.283383 6.856131 1.142051
H6 -2.940234 6.488472 0.651515
H7 -1.618061 6.372679 -0.516423
H8 -3.692352 4.421871 1.535248
H9 -3.336086 2.097489 2.152055
H10 -2.338022 0.367507 3.378475
H11 -2.759151 -0.162061 1.719651
H12 -0.201692 -2.893466 2.047454
H13 -0.527354 -0.626289 -2.846980
H14 0.732902 -2.903941 -3.580927
H15 0.989440 -4.125929 -2.315623
H16 4.641779 -1.470737 -4.157193
H17 3.942303 0.148755 -3.999855
H18 5.596275 -0.161712 -3.449584

Atomic forces in eV per Å
-0.263 -0.167 0.267
0.510 0.005 -0.100
-0.108 0.159 0.006
-0.005 -0.136 -0.040
-0.125 0.275 0.016
-0.286 -0.330 -0.043
0.181 -0.076 -0.058
0.222 0.152 0.128
-0.598 0.619 -0.491
-0.075 -0.367 0.168
0.427 -0.575 -0.183
-0.333 0.801 -0.837
0.228 -0.492 0.628
0.370 -0.590 0.409
-0.068 0.321 -0.038
-0.115 0.081 0.149
-0.313 0.039 0.302
0.137 0.137 0.266
0.021 0.191 -0.064
0.041 -0.422 0.104
0.151 0.150 -0.092
-0.142 0.007 0.026
-0.092 -0.117 0.056
-0.017 -0.201 0.057
0.127 -0.060 -0.015
0.105 0.050 -0.043
0.052 -0.010 0.009
-0.006 0.109 0.007
-0.054 0.074 -0.014
-0.020 0.084 -0.063
-0.087 0.051 0.007
-0.063 -0.083 0.046
0.053 -0.141 -0.165
0.033 0.047 0.083
-0.126 0.165 -0.006
0.020 0.107 -0.254
0.038 -0.052 0.003
0.034 0.069 -0.099
0.041 -0.032 -0.057
-0.015 0.094 -0.053
0.120 0.063 -0.021

These are the natural (NBO) partial charges, in e, on atoms 1 to 6: number 1, C, carries -0.63; number 2, C, carries -0.07; number 3, H, carries 0.20; number 4, H, carries 0.19; number 5, O, carries -0.51; number 6, C, carries 0.81



No. 3
C16H18N2O5S2 in the gas phase in a non-equilibrium geometry. Source: OMol25; level of theory: ωB97M-V with the def2-TZVPD basis set.

Summary:
Molecular weight ... 382.46 g mol⁻¹
Relative energy (zero: lowest compared OMol25 entry of this formula, charge and spin) ... 171.0 kJ/mol
HOMO-LUMO gap ... 9.14 eV

Element x y z (Å)
C1 0.800350 4.573973 -1.422495
C2 0.720528 4.735704 0.086299
H1 -0.256401 4.415739 0.459961
H2 0.912891 5.770732 0.387673
O1 1.729005 3.935651 0.710048
C3 1.351030 2.953871 1.518464
O2 0.219301 2.712934 1.840349
C4 2.577004 2.210161 2.038943
C5 2.524337 0.775726 1.622415
C6 3.553222 0.011000 1.169932
S1 3.022277 -1.597410 0.839089
C7 1.417733 -1.101444 1.343097
N1 1.340690 0.121787 1.722022
N2 0.354169 -1.964820 1.310865
C8 -0.947840 -1.631442 1.027666
O3 -1.802959 -2.485543 0.993841
C9 -1.195030 -0.186944 0.719356
H3 -0.761761 0.498870 1.444858
H4 -2.256036 -0.011316 0.575231
S2 -0.358883 0.178888 -0.880752
O4 0.184669 1.509411 -0.865580
O5 0.567092 -0.876176 -1.194448
C10 -1.714513 0.145831 -2.118641
C11 -2.452680 -1.135082 -1.973262
C12 -1.844178 -2.327678 -2.349303
C13 -2.488667 -3.533159 -2.144905
C14 -3.748208 -3.561312 -1.570653
C15 -4.365087 -2.378315 -1.205274
C16 -3.719517 -1.171234 -1.401881
H5 -4.205142 -0.248352 -1.114768
H6 -5.346783 -2.394534 -0.756496
H7 -4.246608 -4.504208 -1.404880
H8 -2.003726 -4.454856 -2.429538
H9 -0.854306 -2.301852 -2.778331
H10 -1.208620 0.240755 -3.076947
H11 -2.320241 1.025680 -1.921021
H12 0.556900 -2.956876 1.303539
H13 4.575699 0.286897 1.014281
H14 3.482981 2.686930 1.669366
H15 2.547568 2.261461 3.131215
H16 1.776932 4.885665 -1.783470
H17 0.033429 5.179241 -1.897576
H18 0.645809 3.527197 -1.670521

Atomic forces in eV per Å
0.147 -0.131 0.405
-0.531 0.196 -0.239
0.168 0.135 -0.025
-0.047 -0.168 0.015
0.381 0.246 -0.354
0.161 -0.167 0.534
-0.083 0.114 0.064
-0.201 0.035 -0.112
0.746 -0.239 -0.312
-0.206 0.034 0.073
-0.495 0.308 0.172
1.304 -0.050 0.064
-0.567 -0.289 0.393
0.011 -0.722 0.282
-0.137 -0.463 0.154
-0.086 0.098 0.085
-0.008 0.356 -0.801
-0.014 0.040 -0.108
-0.075 -0.090 0.014
-0.163 0.664 -0.494
-0.287 0.283 0.128
-0.201 -0.380 -0.237
0.528 -0.051 0.806
-0.338 -0.315 -0.118
-0.070 -0.010 -0.055
0.041 -0.030 -0.046
-0.038 -0.013 0.021
-0.075 -0.017 0.027
0.069 0.045 -0.113
-0.039 0.099 0.037
-0.084 -0.004 0.038
-0.047 -0.086 0.015
0.042 -0.079 -0.030
0.094 -0.031 -0.056
0.158 0.084 0.015
-0.057 0.077 -0.014
-0.195 0.165 0.011
0.244 0.104 0.009
-0.035 -0.025 0.096
0.002 0.070 -0.055
0.079 0.061 -0.099
-0.080 0.092 -0.073
-0.017 0.054 -0.115

These are the natural (NBO) partial charges, in e, on atoms 1 to 6: number 1, C, carries -0.63; number 2, C, carries -0.08; number 3, H, carries 0.21; number 4, H, carries 0.18; number 5, O, carries -0.51; number 6, C, carries 0.83



No. 4
C16H18N4O2S in the gas phase in a non-equilibrium geometry. Source: OMol25; level of theory: ωB97M-V with the def2-TZVPD basis set.

Summary:
Molecular weight ... 330.41 g mol⁻¹
Relative energy (zero: lowest compared OMol25 entry of this formula, charge and spin) ... 148.5 kJ/mol
HOMO-LUMO gap ... 8.36 eV

Element x y z (Å)
C1 -1.550984 2.737324 1.541008
C2 -0.429138 1.906395 0.934064
H1 -0.814497 1.329063 0.092395
C3 0.156682 0.936761 1.963411
N1 1.262478 0.191572 1.417387
C4 1.142362 -0.948716 0.711649
N2 0.043732 -1.637610 0.467791
C5 0.276912 -2.713556 -0.286342
N3 1.445428 -3.152550 -0.732926
N4 2.537590 -2.489709 -0.465418
C6 2.424965 -1.378295 0.232092
C7 3.360005 -0.389866 0.683096
C8 4.731659 -0.236594 0.541649
C9 5.327237 0.871653 1.113011
C10 4.573200 1.812265 1.809077
C11 3.203837 1.677472 1.960501
C12 2.597939 0.567630 1.396097
H2 2.633808 2.418431 2.499381
H3 5.067198 2.669725 2.241312
H4 6.392894 1.015177 1.019153
H5 5.302746 -0.971549 -0.002614
S1 -1.106694 -3.681197 -0.744798
C13 -2.458770 -2.543003 -0.264939
C14 -2.527751 -1.432997 -1.288768
O1 -2.065612 -0.332400 -1.139286
O2 -3.142949 -1.852411 -2.390674
C15 -3.244499 -0.930872 -3.478772
C16 -4.439910 -0.004663 -3.309167
H6 -4.526024 0.640674 -4.178474
H7 -4.310008 0.612801 -2.423628
H8 -5.353396 -0.585123 -3.205333
H9 -3.351144 -1.555519 -4.367507
H10 -2.318783 -0.349454 -3.539190
H11 -3.365516 -3.142538 -0.279242
H12 -2.234411 -2.146477 0.722329
H13 0.503232 1.475468 2.849585
H14 -0.608069 0.215542 2.262038
H15 0.364141 2.563019 0.568375
H16 -1.957550 3.418554 0.798578
H17 -1.188175 3.323065 2.383765
H18 -2.354166 2.092505 1.889333

Atomic forces in eV per Å
0.187 -0.101 -0.138
-0.052 -0.016 0.210
0.094 -0.007 -0.020
-0.317 0.334 -0.196
-0.016 -0.072 0.099
0.239 -0.987 -0.581
0.373 0.337 0.231
-0.136 0.638 0.488
-0.566 -0.838 -0.519
0.882 0.651 0.320
-1.015 -0.015 0.136
0.202 0.312 0.139
-0.158 0.079 0.080
0.185 -0.035 -0.053
-0.065 0.018 0.021
-0.083 0.077 0.054
0.632 -0.189 -0.184
-0.062 0.078 0.053
0.031 0.068 0.035
0.089 0.011 -0.011
0.087 -0.070 -0.057
-0.410 -0.277 -0.098
0.521 -0.133 -0.142
0.007 -0.061 0.407
-0.094 0.201 -0.098
-0.241 -0.319 -0.101
0.002 0.471 -0.271
0.272 -0.284 0.118
-0.040 0.087 -0.097
-0.012 0.071 0.028
-0.105 -0.017 -0.026
0.061 0.065 0.112
-0.117 -0.156 -0.045
0.004 -0.004 0.018
-0.180 0.006 -0.113
-0.044 -0.105 -0.007
0.070 0.069 0.081
0.040 -0.035 -0.035
-0.097 0.088 -0.007
-0.026 0.092 0.104
-0.144 -0.029 0.066

These are the natural (NBO) partial charges, in e, on atoms 1 to 6: number 1, C, carries -0.60; number 2, C, carries -0.42; number 3, H, carries 0.24; number 4, C, carries -0.21; number 5, N, carries -0.37; number 6, C, carries 0.39